# C31H24BFeN8O3PS3

C31H24BFeN8O3PS3 as an isolated structure (ωB97M-V/def2-TZVPD, the OMol25 dataset).

Calculated values
Kohn-Sham gap (spin up / spin down): 5.604 / 5.604 eV
Calculated total energy: -4684.1949 hartree
E_HOMO (spin up / spin down): -1.365 / -1.366 eV
Charge: -2
Maximum force: 1.8 eV/Å

Last column: Mulliken charge in e.
Geometry (Å):
Fe1 1.117956 -0.381639 0.952805  0.50
C1 2.763552 -2.342813 4.343089  -1.17
C2 2.751576 -1.294269 3.418599  -0.36
N1 2.054745 -1.636551 2.345101  0.46
N2 1.591974 -2.877555 2.556809  0.18
C3 1.996308 -3.327062 3.750987  -0.22
B1 0.709636 -3.524288 1.486819  -0.26
N3 -0.635165 -2.786490 1.447669  0.32
C4 -1.869528 -3.259658 1.668332  -0.32
C5 -2.764029 -2.218104 1.538479  -1.41
C6 -1.961180 -1.113630 1.240720  -0.68
N4 -0.685204 -1.473420 1.167050  1.16
N5 1.412005 -3.336266 0.125202  -0.14
C7 1.911094 -4.269357 -0.697419  -0.17
C8 2.423170 -3.633476 -1.811223  -1.56
C9 2.182737 -2.274624 -1.571732  -0.39
N6 1.566874 -2.109774 -0.407749  0.93
H1 3.227710 -2.363752 5.313325  0.38
H2 3.193819 -0.314833 3.476165  0.49
H3 1.704501 -4.305569 4.094048  0.41
H4 0.543442 -4.698240 1.708805  -0.20
H5 -2.017665 -4.295812 1.922361  0.42
H6 -3.828466 -2.236413 1.691258  0.46
H7 -2.245692 -0.085377 1.105698  0.40
H8 1.865575 -5.311516 -0.428047  0.47
H9 2.900360 -4.079942 -2.666600  0.40
H10 2.420309 -1.418876 -2.179122  0.53
O1 3.089355 0.246581 0.536030  -0.28
S1 3.589192 1.026006 -0.614099  -0.12
O2 2.814773 2.569312 -0.229121  -0.55
O3 2.931935 0.681909 -1.884067  -0.36
C10 1.992420 3.142804 -1.122689  -0.04
C11 2.339302 4.418257 -1.585541  -0.42
C12 1.529434 5.095533 -2.472118  -0.49
C13 0.352278 4.507763 -2.925703  -0.92
C14 0.003580 3.252773 -2.464242  -0.21
C15 0.806073 2.545133 -1.564343  0.64
P1 0.214113 0.922730 -0.930215  1.38
C16 -1.525005 1.475749 -0.610351  0.16
C17 -1.714764 2.349468 0.461751  -0.77
C18 -2.983378 2.808971 0.781372  -0.79
C19 -4.082197 2.405360 0.034499  -0.52
C20 -3.902297 1.554201 -1.045316  -0.74
C21 -2.631101 1.095408 -1.366882  0.16
C22 -0.032148 -0.077561 -2.444617  0.10
C23 -0.710636 -1.290907 -2.320930  -0.04
C24 -0.910717 -2.103418 -3.424731  -0.73
C25 -0.414247 -1.727653 -4.666128  -0.77
C26 0.290096 -0.539406 -4.790807  -0.71
C27 0.481679 0.280487 -3.685552  -0.78
H11 3.257023 4.854198 -1.212358  0.42
H12 1.811604 6.085398 -2.812226  0.35
H13 -0.298840 5.034427 -3.612465  0.40
H14 -0.928425 2.807541 -2.791423  0.39
H15 -0.872511 2.650218 1.076300  0.66
H16 -3.103948 3.465079 1.633465  0.45
H17 -5.075052 2.748700 0.300392  0.36
H18 -4.751663 1.235216 -1.638780  0.38
H19 -2.514478 0.431500 -2.212281  0.36
H20 -1.070719 -1.604225 -1.347682  0.32
H21 -1.440315 -3.040961 -3.307631  0.44
H22 -0.566749 -2.364344 -5.529851  0.35
H23 0.703869 -0.250162 -5.749747  0.38
H24 1.058146 1.190275 -3.782010  0.43
S2 -0.690739 -0.854342 4.406298  -0.45
C28 -0.550864 0.711323 3.797292  0.86
S3 0.700285 1.194464 2.658394  -0.71
C29 -1.390479 1.755439 4.253698  0.43
C30 -1.210877 3.117193 3.901922  0.01
N7 -1.102349 4.249010 3.679628  -0.76
C31 -2.457824 1.520016 5.160932  -0.16
N8 -3.363223 1.393828 5.870495  -0.72

Forces on the atoms, in the same order (eV/Å):
Fe 0.39 -1.67 -0.55
C 0.03 -0.05 -0.05
C 0.16 -0.04 -0.06
N -0.60 0.52 0.07
N 0.07 -0.12 -0.07
C 0.10 0.01 0.01
B 0.04 0.06 0.09
N 0.04 -0.12 -0.30
C -0.05 0.02 0.04
C 0.03 -0.02 0.01
C -0.01 -0.03 0.03
N 0.27 0.63 0.29
N -0.24 -0.03 -0.06
C 0.01 -0.01 -0.02
C 0.01 0.00 0.03
C 0.01 -0.05 -0.01
N 0.21 0.44 0.25
H 0.00 0.01 0.01
H -0.06 0.04 0.01
H 0.00 -0.01 -0.01
H -0.02 0.00 0.02
H 0.02 -0.01 -0.01
H -0.01 0.01 0.00
H 0.00 -0.02 0.07
H -0.01 0.00 0.01
H -0.01 0.00 -0.01
H 0.03 0.03 0.02
O -0.34 -0.12 0.22
S 0.04 0.24 0.10
O 0.06 -0.05 -0.01
O 0.02 0.00 0.01
C -0.05 0.02 -0.04
C -0.01 0.00 0.00
C 0.01 0.01 -0.02
C -0.02 0.00 0.00
C 0.02 0.00 0.01
C 0.09 -0.05 0.02
P -0.46 0.14 0.48
C 0.00 -0.01 -0.11
C 0.05 0.08 0.01
C -0.01 -0.02 0.04
C -0.02 0.00 0.01
C 0.01 0.00 0.02
C 0.03 0.02 -0.02
C 0.15 0.01 -0.03
C -0.04 0.04 0.01
C -0.01 -0.01 0.00
C -0.01 0.00 -0.01
C 0.01 -0.02 0.00
C 0.00 -0.01 0.00
H 0.00 -0.01 0.01
H 0.00 0.00 0.01
H 0.00 -0.01 -0.01
H 0.00 0.00 -0.01
H -0.01 -0.02 0.00
H 0.03 0.02 0.03
H 0.00 0.00 -0.01
H 0.00 0.00 0.00
H 0.01 -0.02 -0.01
H -0.02 0.01 0.00
H 0.00 -0.01 0.00
H 0.01 -0.01 0.00
H 0.00 0.01 0.00
H 0.00 0.00 0.00
S -0.09 -0.03 -0.05
C 0.18 -0.12 0.03
S 0.06 0.32 -0.43
C -0.03 0.01 0.01
C 0.05 0.02 0.00
N -0.09 0.01 -0.09
C -0.04 -0.04 0.01
N 0.02 0.03 0.04